A.
# C2H3N2P

A molecular structure, C2H3N2P (ωB97M-V/def2-TZVPD, the Open Molecules 2025 dataset).

Output
- HOMO-LUMO gap (eV) = 9.4
- charge = 0
- HOMO energy (eV) = -9.791
- E_LUMO (eV) = -0.415

Each line ends with the Mulliken charge.
Positions of all 8 atoms, in Å:
C: -0.74286 -0.82514 -0.51728  0.0259
C: 0.25832 0.25586 1.10356  0.0477
N: 0.23088 -0.41961 -1.30948  -0.4437
N: -0.76275 -0.44688 0.76595  -0.4833
P: 1.26200 0.61230 -0.40116  0.0588
H: -1.44074 -1.48702 -1.03456  0.3602
H: 0.60815 0.58060 2.10466  0.3570
H: 0.58700 1.72989 -0.71169  0.0775



B.
# C2H3N2P

C2H3N2P in the gas phase (ωB97M-V/def2-TZVPD, the Open Molecules 2025 dataset).

Output
- HOMO-LUMO gap (eV) = 8.5
- SMILES = C1=C2NN[P@H]=12
- charge = 0
- HOMO energy (eV) = -8.520
- E_LUMO (eV) = -0.011

Each line ends with the Mulliken charge.
Positions of all 8 atoms, in Å:
C: -0.51814 0.96077 -0.33284  0.2962
C: 0.14921 1.98113 -0.02093  -0.4696
N: -1.05677 -0.33351 -0.10212  -0.2119
N: 0.14322 -0.94868 0.38930  -0.3715
P: 1.34563 0.48289 0.46220  0.1733
H: -1.62038 -0.79448 -0.83422  0.2603
H: -0.10581 -1.44179 1.28384  0.2572
H: 1.66303 0.09368 -0.84523  0.0658



Stability check: which of them is least stable? B.



A.
# C3H9ClOP2

2 unconnected molecules or ions with the total composition C3H9ClOP2 (ωB97M-V/def2-TZVPD, the Open Molecules 2025 dataset).

Output
- HOMO-LUMO gap (alpha / beta) (eV) = 6.7 / 7.6
- charge = 0
- HOMO energy (alpha / beta) (eV) = -7.266 / -7.837
- E_LUMO (alpha / beta) (eV) = -0.575 / -0.250

Each line ends with the Mulliken charge.
Positions of all 16 atoms, in Å:
C: 2.27571 -2.54934 0.12838  -0.8307
C: 0.20906 2.23851 -0.86356  -0.8047
C: -2.64003 0.53409 1.11624  -0.2174
O: -1.71963 1.31748 0.47391  -0.2090
P: 1.68900 -0.71281 0.07096  -0.0063
P: -0.89459 0.73314 -0.82017  0.1480
Cl: -2.96104 -0.92342 0.19512  -0.2143
H: 2.81680 -2.83673 -0.90532  0.2419
H: 2.99695 -2.77014 0.92140  0.2808
H: 1.42501 -3.14811 0.41862  0.2741
H: 1.24709 1.88163 -1.02099  0.3100
H: -0.04780 2.96158 -1.79800  0.2849
H: 0.09235 2.88045 0.03450  0.2424
H: -2.26893 0.12255 2.09690  0.2420
H: -3.65329 0.97749 1.22814  0.2642
H: 1.43335 -0.70637 -1.27613  -0.0058



B.
# C3H9ClOP2

2 unconnected molecules or ions with the total composition C3H9ClOP2 (ωB97M-V/def2-TZVPD, the Open Molecules 2025 dataset).

Output
- HOMO-LUMO gap (alpha / beta) (eV) = 8.4 / 6.5
- charge = 0
- HOMO energy (alpha / beta) (eV) = -8.212 / -8.061
- E_LUMO (alpha / beta) (eV) = 0.218 / -1.577

Each line ends with the Mulliken charge.
Positions of all 16 atoms, in Å:
C: 1.62318 2.02652 0.68021  -1.0192
C: -1.36668 -0.19331 1.33413  -0.9688
C: -0.36086 -0.27077 -2.32628  -0.2664
O: -0.81947 -0.38026 -1.05577  -0.3061
P: 0.10850 -2.94813 0.39299  -0.1262
P: 0.07385 -0.82553 0.37235  0.2292
Cl: 1.44008 0.05448 -2.26888  -0.1997
H: 2.55619 1.97616 0.22171  0.3772
H: 0.66987 2.38999 0.23560  0.2983
H: 1.42743 1.86506 1.70130  0.3472
H: -2.31559 -0.53788 0.90223  0.3066
H: -1.31187 -0.59520 2.29351  0.4252
H: -1.26053 0.85945 1.46732  0.2915
H: -0.60870 -1.18245 -2.74371  0.3374
H: -0.85858 0.62219 -2.70296  0.2312
H: 1.00318 -2.86033 1.49627  0.0428



Stability check: which of them is least stable? B.



A.
# C3H8O2S2

2 unconnected molecules or ions with the total composition C3H8O2S2 (ωB97M-V/def2-TZVPD, the Open Molecules 2025 dataset).

Output
- HOMO-LUMO gap (eV) = 8.9
- SMILES = O=[S@H](O)=S.C=CC
- charge = 0
- HOMO energy (eV) = -8.997
- E_LUMO (eV) = -0.108

Each line ends with the Mulliken charge.
Positions of all 15 atoms, in Å:
C: -1.82248 1.01313 -0.40901  -1.0323
C: -1.63752 -0.86752 1.18409  -0.8237
C: -1.22950 0.34544 0.79555  0.2489
O: 2.61583 -1.55717 -1.10648  -0.4518
O: 1.24506 0.14100 0.11331  -0.3969
S: 4.08045 0.58475 0.23448  -0.2576
S: 2.47326 -0.00371 -0.59090  0.5171
H: -2.85311 1.13940 -0.03452  0.3229
H: -1.40660 2.06772 -0.63688  0.2718
H: -1.82450 0.30749 -1.22592  0.2766
H: 2.32000 -2.26952 -0.46212  0.3586
H: -2.52807 -1.23451 0.69344  0.2801
H: -1.15074 -1.27479 2.12039  0.2528
H: -0.44680 1.00336 1.28460  0.2401
H: 2.16473 0.60491 -1.96003  0.1934



B.
# C3H8O2S2

2 unconnected molecules or ions with the total composition C3H8O2S2 (ωB97M-V/def2-TZVPD, the Open Molecules 2025 dataset).

Output
- HOMO-LUMO gap (alpha / beta) (eV) = 6.2 / 8.0
- charge = 0
- HOMO energy (alpha / beta) (eV) = -6.157 / -7.379
- E_LUMO (alpha / beta) (eV) = 0.079 / 0.572

Each line ends with the Mulliken charge.
Positions of all 15 atoms, in Å:
C: 1.91761 0.57069 0.37807  -0.6382
C: 1.42392 -0.32828 -0.71706  -0.1225
C: -1.45600 -0.02738 0.30674  0.1550
O: 0.96372 -1.53686 -0.64768  -0.4147
O: -1.02156 0.59942 1.46384  -0.4649
S: -2.79511 0.69847 -0.69289  -0.2190
S: -1.70505 -1.80951 0.28392  -0.1977
H: 1.02122 0.82455 0.89604  0.1262
H: 2.66910 0.17356 1.03564  0.3227
H: 2.23333 1.53885 -0.04725  0.2750
H: 1.13110 0.22035 -1.75950  0.2241
H: 0.99973 -1.91798 0.25816  0.3303
H: -1.51695 1.41010 1.68207  0.3209
H: -1.93340 1.31164 -1.49327  0.1484
H: -1.93165 -1.72762 -0.94682  0.1544



Stability check: which of them is least stable? B.